Record 1
Below is 15 unconnected molecules or ions with the total composition C15H60N30O15, with properties calculated with wB97M-V/def2-TZVPD.

## Properties
- E: -91949.23546 eV
- E_LUMO: 0.0749 eV
- Charge: 0
- Kohn-Sham gap: 8.2 eV

Each line ends with the Mulliken charge.
Positions of all 120 atoms, in Å:
C1 -0.18511 0.37261 0.58178  0.20
O1 -0.61877 1.50819 0.54781  -0.92
N1 1.05640 -0.08173 0.14840  0.70
N2 -0.72896 -0.65883 1.14486  0.35
H1 1.39394 -1.02147 -0.00348  0.49
H2 1.39175 0.70966 -0.38202  -0.22
H3 -0.13201 -1.47298 1.11471  -0.27
H4 -1.68974 -0.46936 1.39206  -0.05
C2 -1.80524 -3.50672 -1.28903  0.80
O2 -0.95756 -3.67997 -2.09756  -0.73
N3 -1.75639 -4.14795 -0.20955  -0.20
N4 -2.88312 -2.81353 -1.29953  -0.23
H5 -0.87691 -4.49863 0.14207  0.13
H6 -2.60601 -4.34697 0.29902  0.14
H7 -2.91145 -2.16594 -2.07407  0.17
H8 -3.54094 -2.94973 -0.54532  0.01
C3 2.83678 5.92933 3.36862  0.62
O3 3.38204 6.14179 4.41319  -0.66
N5 2.59428 4.71700 2.84337  -0.24
N6 2.57627 6.84899 2.45848  -0.32
H9 3.19117 3.93503 3.07218  0.16
H10 2.17300 4.79700 1.92892  0.13
H11 2.79274 7.76934 2.81372  0.19
H12 2.10889 6.68836 1.57765  0.12
C4 -0.61053 6.40289 0.96721  0.50
O4 0.05942 7.38089 0.81655  -0.71
N7 -0.38875 5.30483 0.28801  0.01
N8 -1.61049 6.33273 1.88882  -0.32
H13 -0.79996 4.39141 0.41710  0.15
H14 0.49964 5.25850 -0.19022  0.08
H15 -1.84419 7.00181 2.60842  0.21
H16 -2.13882 5.47217 1.86897  0.16
C5 0.92805 -1.18156 -4.29951  0.73
O5 1.74878 -0.87523 -5.09557  -0.73
N9 0.25682 -0.43763 -3.52447  0.13
N10 0.88237 -2.45332 -4.04895  -0.30
H17 0.33063 0.56940 -3.54759  -0.13
H18 -0.45364 -0.83422 -2.92607  0.04
H19 1.56613 -3.08749 -4.43679  0.26
H20 0.53769 -2.67351 -3.12547  0.05
C6 -6.35194 -4.37229 1.05902  0.51
O6 -5.38344 -4.51079 0.41585  -0.62
N11 -7.33511 -5.21590 1.12374  -0.42
N12 -6.47288 -3.27203 1.69238  -0.37
H21 -7.06571 -6.13494 0.80296  0.27
H22 -8.16983 -5.02668 1.65996  0.16
H23 -5.82824 -2.57170 1.35464  0.31
H24 -7.41077 -3.08682 2.01820  0.20
C7 -3.51204 3.54682 -1.16895  0.66
O7 -3.06433 4.34244 -0.45415  -0.63
N13 -4.40166 3.74379 -2.12775  -0.48
N14 -3.27240 2.29731 -0.98443  -0.05
H25 -4.46307 4.74560 -2.24043  0.25
H26 -4.67085 3.10618 -2.86335  0.20
H27 -2.52082 2.17586 -0.32074  -0.04
H28 -3.84460 1.65581 -1.51468  0.14
C8 -1.50256 -3.95343 4.62495  0.61
O8 -2.10345 -4.19649 3.65503  -0.59
N15 -0.96640 -2.83977 4.91095  -0.35
N16 -1.37616 -4.76610 5.61472  -0.41
H29 -1.12609 -2.18484 4.15884  0.18
H30 -0.15263 -2.98996 5.49002  0.18
H31 -0.85178 -4.51726 6.44128  0.14
H32 -1.80110 -5.67972 5.54530  0.23
C9 4.83316 0.39367 1.00140  0.68
O9 5.81541 0.18555 1.62575  -0.73
N17 4.20796 -0.54800 0.44009  0.17
N18 4.25491 1.55067 0.92458  -0.19
H33 3.31753 -0.32848 0.01696  -0.31
H34 4.59651 -1.46717 0.59587  0.22
H35 3.62529 1.73457 0.15655  0.09
H36 4.51498 2.30208 1.54735  0.13
C10 1.54908 -3.84449 0.11690  -0.03
O10 1.42459 -2.71021 -0.31917  -0.24
N19 2.06669 -4.80268 -0.59857  -0.27
N20 1.50193 -4.10744 1.42573  -0.27
H37 2.26585 -5.54792 0.05339  0.12
H38 2.54750 -4.65211 -1.47393  0.20
H39 1.50031 -3.34375 2.08670  0.09
H40 1.72959 -5.00093 1.83797  0.19
C11 -4.93108 -0.31887 0.67923  0.70
O11 -4.68360 -1.54183 0.71305  -0.79
N21 -5.95664 0.20383 0.06199  -0.41
N22 -4.34215 0.65783 1.23881  -0.26
H41 -6.51316 -0.49482 -0.40946  0.25
H42 -6.08196 1.20581 0.08280  0.15
H43 -3.72146 0.38732 1.98825  0.21
H44 -4.85651 1.52298 1.32269  0.16
C12 2.06569 -1.15504 4.18502  0.59
O12 1.21178 -0.69499 4.80303  -0.60
N23 3.17776 -1.60436 4.65479  -0.50
N24 2.04317 -1.23403 2.90088  -0.14
H45 3.68159 -2.41332 4.32035  0.19
H46 3.22580 -1.47634 5.65549  0.24
H47 2.99859 -1.11260 2.59669  0.03
H48 1.37516 -0.58580 2.50887  0.08
C13 -0.46605 3.35143 -5.12431  0.75
O13 -0.50708 2.17584 -5.42887  -0.66
N25 -0.88948 4.31802 -5.81215  -0.46
N26 0.11001 3.80057 -4.08921  -0.15
H49 -1.01006 5.25889 -5.46527  0.17
H50 -0.72985 4.19817 -6.80223  0.24
H51 0.40208 3.16639 -3.35941  -0.01
H52 -0.04603 4.79133 -3.97025  0.10
C14 2.81990 2.54032 -2.40354  0.39
O14 2.16993 2.22873 -1.37818  -0.60
N27 3.19517 1.74376 -3.42463  -0.29
N28 3.04163 3.83269 -2.63806  -0.44
H53 3.59017 2.09245 -4.28631  0.19
H54 3.06620 0.74449 -3.35448  0.02
H55 3.82557 4.03822 -3.24080  0.21
H56 2.88731 4.25845 -1.73528  0.28
C15 4.53481 -3.82981 -2.52292  0.74
O15 3.47313 -4.35783 -2.74545  -0.81
N29 4.71717 -2.69261 -2.08028  -0.15
N30 5.60591 -4.25282 -3.02915  -0.40
H57 4.03352 -2.17182 -1.54972  -0.01
H58 5.60662 -2.21448 -2.09932  0.19
H59 6.43366 -3.67777 -2.96391  0.13
H60 5.57150 -4.97246 -3.73699  0.28

Record 2
Below is 17 unconnected molecules or ions with the total composition C15H64O17, with properties calculated with wB97M-V/def2-TZVPD.

## Properties
- E: -51399.70965 eV
- E_LUMO: 0.1146 eV
- Charge: 0
- Kohn-Sham gap: 9.9 eV

Each line ends with the Mulliken charge.
Positions of all 96 atoms, in Å:
C1 -2.98962 2.07859 3.49813  -0.80
O1 -1.95807 1.66601 2.60644  -0.49
H1 -3.21065 1.29966 4.22685  0.25
H2 -2.67646 2.98695 4.02015  0.25
H3 -3.86370 2.34611 2.90209  0.32
H4 -2.27811 1.78516 1.68866  0.46
C2 -2.25749 -1.68606 4.23664  -0.98
O2 -1.93792 -1.24147 2.92574  -0.35
H5 -1.58679 -1.30658 5.00729  0.36
H6 -3.29126 -1.44751 4.49565  0.33
H7 -2.12941 -2.76804 4.27315  0.39
H8 -1.95265 -0.26653 2.88231  0.23
C3 3.45011 2.03987 0.17485  -0.42
O3 4.06653 1.44403 -0.95916  -0.63
H9 4.12098 2.08556 1.03925  0.47
H10 3.13078 3.07239 0.01730  0.36
H11 2.61009 1.39459 0.42803  -0.10
H12 4.98894 1.70260 -1.01324  0.27
C4 -1.65678 3.60223 -2.95477  -0.44
C5 -0.62008 3.72966 -4.05969  -0.47
O4 -0.07464 2.45862 -4.39822  -0.48
H13 -1.22468 2.98156 -2.16821  -0.21
H14 -2.63895 3.21058 -3.22299  0.30
H15 -1.88432 4.57302 -2.50307  0.39
H16 0.21088 4.33792 -3.69110  0.32
H17 -1.05101 4.21143 -4.93686  0.32
H18 0.56992 2.21031 -3.71591  0.30
C6 2.38783 -2.56079 3.94504  -0.89
C7 1.06597 -1.83750 4.12841  0.39
O5 0.56452 -2.04094 5.45956  -0.58
H19 2.30006 -3.64187 3.80611  0.21
H20 3.08048 -2.43604 4.77690  0.39
H21 2.82473 -2.22553 3.00084  0.09
H22 0.28358 -2.29363 3.52242  -0.29
H23 1.15618 -0.77453 3.89811  0.32
H24 0.93420 -1.33183 5.99452  0.33
C8 -0.95137 4.44307 0.76121  -0.99
C9 0.41199 3.77475 0.89350  0.54
O6 1.44297 4.70940 1.22425  -0.57
H25 -0.90338 5.26627 0.04850  0.31
H26 -1.36963 4.83724 1.69124  0.37
H27 -1.68166 3.69599 0.44486  0.11
H28 0.66782 3.30872 -0.05840  -0.21
H29 0.34670 2.96138 1.62286  0.15
H30 1.29087 4.88986 2.15767  0.34
C10 0.52425 -0.70832 0.68928  0.11
C11 -0.69085 -0.39425 -0.20176  2.25
O7 -0.68191 0.99069 -0.49356  0.47
H31 0.66533 0.12322 1.37939  -0.05
H32 1.39020 -0.85014 0.03865  0.24
H33 0.33223 -1.59743 1.28252  -0.55
H34 -1.64291 -0.65131 0.24950  0.39
H35 -0.59900 -0.97196 -1.09979  -1.28
H36 0.09163 1.26167 -1.01134  -0.35
C12 5.35383 -1.24162 1.61351  -1.02
C13 4.65774 -2.04794 0.54470  0.31
O8 4.23778 -3.31572 1.03043  -0.48
H37 6.20915 -1.75481 2.05256  0.39
H38 4.70494 -0.79562 2.36519  0.24
H39 5.74818 -0.35372 1.10037  0.27
H40 5.20776 -2.09985 -0.39974  0.42
H41 3.72111 -1.54891 0.27409  -0.33
H42 5.01072 -3.87689 1.14660  0.28
C14 -2.56624 -1.67781 -4.50362  -0.41
C15 -2.62080 -0.34470 -5.19007  -0.20
O9 -1.27830 0.05680 -5.54355  -0.61
H43 -1.77871 -1.75135 -3.76291  -0.17
H44 -2.44988 -2.50799 -5.20271  0.34
H45 -3.49652 -1.83354 -3.95480  0.27
H46 -3.00960 0.40585 -4.48967  0.13
H47 -3.23998 -0.19653 -6.07807  0.34
H48 -1.18195 1.00801 -5.40466  0.31
O10 -3.22484 1.60998 0.13621  -0.66
H49 -3.64780 0.77069 -0.11794  0.41
H50 -2.36225 1.57454 -0.32376  -0.05
O11 0.39211 -3.23164 -2.23474  -0.58
H51 1.02997 -3.44400 -1.54851  0.21
H52 0.04835 -4.08334 -2.52608  0.29
O12 -2.13046 -2.36649 -1.65102  -0.64
H53 -2.07186 -2.71489 -0.72717  0.45
H54 -1.30211 -1.93591 -1.80229  -0.43
O13 0.88182 -0.80164 -3.71818  -0.76
H55 0.06197 -0.56158 -4.18859  0.41
H56 0.70596 -1.67292 -3.31287  0.33
O14 -4.40063 -0.77784 -0.75105  -0.68
H57 -5.08620 -0.88853 -1.41521  0.26
H58 -3.75477 -1.47471 -0.94625  0.36
O15 0.82683 -4.42842 1.09566  -0.67
H59 1.46434 -3.84310 0.67308  0.26
H60 1.18227 -4.56771 1.98113  0.30
O16 1.59334 1.44891 -2.29010  -0.78
H61 1.38089 0.58976 -2.74051  0.49
H62 2.45409 1.29576 -1.86785  0.24
O17 -1.70532 -3.09387 0.94229  -0.67
H63 -0.87520 -3.56161 1.14437  0.40
H64 -1.79616 -2.41196 1.64191  0.26

Record 3
Below is a molecular structure, C15H6Cl6O5PdS2, with properties calculated with wB97M-V/def2-TZVPD.

## Properties
- E: -126176.80723 eV
- E_LUMO: 4.0322 eV
- Charge: -2
- Kohn-Sham gap: 4.9 eV

Each line ends with the Mulliken charge.
Positions of all 35 atoms, in Å:
Pd1 -0.27506 -0.53960 0.02395  0.66
Cl1 3.90588 0.92488 5.68998  -0.26
C1 3.21446 0.47030 4.15296  0.01
C2 4.00257 -0.12396 3.19432  0.25
Cl2 5.69086 -0.43429 3.48739  -0.27
C3 3.41437 -0.47463 1.96195  0.03
Cl3 4.39773 -1.22362 0.73039  -0.25
C4 2.08049 -0.23891 1.66828  0.93
O1 1.62439 -0.53739 0.47347  -0.90
C5 1.21743 0.39262 2.67615  -0.26
O2 -0.00232 0.62557 2.44866  -0.83
C6 1.86016 0.71263 3.89849  0.30
Cl4 0.86928 1.48564 5.10976  -0.26
Cl5 -5.42713 4.38412 0.64621  -0.29
C7 -4.44601 2.98413 0.27177  0.24
C8 -5.07139 1.74899 0.07179  -0.62
C9 -4.32446 0.64214 -0.22038  0.34
Cl6 -5.12273 -0.87789 -0.46764  -0.23
C10 -2.88799 0.65930 -0.30206  0.69
O3 -2.25903 -0.41761 -0.51466  -0.80
C11 -2.30616 1.96081 -0.14845  0.62
C12 -0.91316 2.23411 -0.44391  -0.05
O4 -0.05701 1.46089 -0.85677  -0.63
C13 -3.08757 3.08646 0.15301  -0.91
H1 -6.14678 1.66480 0.15461  0.40
H2 -0.64418 3.30139 -0.35311  0.29
H3 -2.60095 4.04568 0.28032  0.30
C14 0.10589 -6.04170 -0.22254  -0.75
O5 -0.25075 -4.90953 0.54934  -0.28
C15 -0.19264 -3.68905 -0.03777  0.39
S1 0.25649 -3.48427 -1.61951  -0.40
S2 -0.53303 -2.47865 1.13002  -0.32
H4 0.04156 -6.88641 0.46273  0.22
H5 1.11628 -5.94144 -0.62010  0.32
H6 -0.57941 -6.17346 -1.06147  0.32

Record 4
Below is a molecular structure, C15H8Br4Cl6GeO5OsS, with properties calculated with wB97M-V/def2-TZVPD.

## Properties
- Spin multiplicity: 2
- E: -451041.12846 eV
- E_LUMO (spin up / spin down): -4.4393 / -5.6321 eV
- Charge: +1
- Kohn-Sham gap (spin up / spin down): 7.0 / 6.1 eV

Each line ends with the Mulliken charge.
Positions of all 41 atoms, in Å:
Os1 -0.41890 -0.45234 -0.83932  2.51
Br1 -2.13376 -5.68893 3.42119  -0.09
C1 -1.80480 -4.01433 2.66536  0.29
C2 -2.20041 -2.82000 3.38083  0.41
Br2 -3.02371 -2.97655 5.03757  -0.08
C3 -1.98123 -1.56143 2.85345  -0.29
Br3 -2.44605 0.03305 3.71268  -0.07
C4 -1.37335 -1.46795 1.59636  0.16
O1 -1.09844 -0.34291 1.00193  -0.95
C5 -0.96571 -2.64018 0.88693  0.63
O2 -0.39259 -2.43799 -0.23232  -0.73
C6 -1.19486 -3.93085 1.44505  -0.33
Br4 -0.64609 -5.39588 0.43222  -0.05
Cl1 -2.58144 3.58696 0.13859  -0.11
C7 -2.61273 2.81898 -1.46526  0.82
Cl2 -4.25402 2.44789 -1.94532  -0.08
Cl3 -1.83073 3.85604 -2.65523  -0.10
C8 -1.80855 1.53614 -1.29186  -0.27
O3 -2.34862 0.42894 -0.98826  -0.58
O4 -0.54796 1.54778 -1.38314  -0.29
C9 3.92746 -0.78156 -1.04091  -1.08
S1 2.58729 0.14404 -1.75781  0.31
O5 1.38905 -0.86412 -1.48117  -0.34
C10 2.36833 1.46808 -0.63097  0.66
C11 2.27735 2.74290 -1.17041  -0.39
C12 1.99072 3.80256 -0.32109  -0.63
C13 1.77070 3.56693 1.02729  -0.54
C14 1.85301 2.27985 1.55217  -0.76
C15 2.16371 1.21765 0.72464  -0.06
H1 3.70214 -1.00210 -0.00035  0.34
H2 4.82687 -0.17352 -1.13014  0.43
H3 4.02599 -1.69608 -1.62248  0.43
H4 2.40658 2.90153 -2.23340  0.42
H5 1.91493 4.80506 -0.71862  0.44
H6 1.52703 4.39283 1.68221  0.43
H7 1.67624 2.10888 2.60532  0.44
H8 2.23452 0.21409 1.12838  0.22
Cl4 -2.13470 -0.25718 -4.17318  -0.28
Ge1 -1.50974 -1.65354 -2.67741  0.68
Cl5 -3.17969 -2.73133 -1.93788  -0.27
Cl6 -0.15385 -3.01135 -3.59565  -0.27

The lowest charge belongs to which entry? C15H6Cl6O5PdS2

The highest E belongs to which entry? C15H64O17